{
  "formula": "C3H13NO4",
  "method": "wB97M-V/def2-TZVPD",
  "smiles": "CNCC=O.O.O.O",
  "mol_weight_g_mol": 127.140,
  "e_above_lowest_kj_mol": 359.1,
  "homo_lumo_gap_ev": 10.532,
  "species": ["C", "N", "C", "C", "O", "H", "H", "H", "H", "H", "H", "H", "O", "H", "H", "O", "H", "H", "O", "H", "H"],
  "xyz": [[-0.77279, 1.55020, 1.11111], [0.50311, 1.53295, 0.31514], [0.08382, 1.10474, -1.03214], [1.35499, 0.33842, -1.60830], [1.19498, -0.46274, -2.43734], [-0.36854, 1.25544, 2.06853], [-1.43772, 2.39714, 1.11994], [-1.26477, 0.65641, 0.84678], [0.90798, 2.53110, 0.26009], [-0.19928, 2.02470, -1.58931], [-0.49324, 0.25000, -0.96926], [2.26423, 0.68033, -1.17484], [1.54902, -1.14361, 1.48112], [1.17292, -0.27926, 1.24745], [0.78578, -1.41874, 1.90032], [-2.18578, -1.36344, 0.44435], [-1.46933, -1.59749, -0.00151], [-2.67159, -2.15264, 0.11267], [0.10768, -2.16922, -0.66007], [0.68043, -1.97256, 0.00155], [0.25809, -1.76172, -1.43629]],
  "forces_ev_per_a": [[2.4488, -0.8270, 1.0897], [-1.1973, 1.9971, -0.3425], [4.5613, 1.5585, -0.2055], [-2.5101, 4.1595, 1.2241], [0.5136, -2.6566, -2.5368], [-0.6424, 0.8116, 1.1192], [0.0734, 0.4719, -0.1816], [-1.1370, -0.6727, -0.5441], [-0.7755, -2.1792, 0.1706], [-0.3649, -1.2964, -0.4239], [-2.4359, -0.8351, 0.0792], [1.6048, -0.0816, 0.4389], [1.4455, 1.3321, -1.3234], [0.9475, 0.8830, -0.5525], [-2.3765, -1.9492, 2.0635], [-5.8840, 0.0359, 2.2823], [6.2426, -0.9492, -2.9692], [-0.6294, 0.8526, 0.8651], [-4.5342, -3.8459, 0.9356], [3.3171, 1.1588, 2.7297], [1.3326, 2.0319, -3.9185]]
}


{
  "formula": "C3H13NO4",
  "method": "wB97M-V/def2-TZVPD",
  "smiles": "CNCC=O.O.O.O",
  "mol_weight_g_mol": 127.140,
  "e_above_lowest_kj_mol": 361.9,
  "homo_lumo_gap_ev": 9.659,
  "species": ["C", "N", "C", "C", "O", "H", "H", "H", "H", "H", "H", "H", "O", "H", "H", "O", "H", "H", "O", "H", "H"],
  "xyz": [[-0.76258, 1.88908, 0.48194], [-0.17624, 1.03214, 1.47796], [-1.02792, -0.26163, 1.62283], [-0.29636, -1.43626, 2.26135], [-0.11069, -2.38542, 1.55267], [-0.88903, 1.44121, -0.49597], [-1.75403, 2.20503, 0.74056], [-0.34317, 2.95243, 0.39388], [0.75889, 0.58883, 1.20728], [-1.30252, -0.37942, 0.52506], [-1.97092, 0.03252, 2.20143], [-0.03491, -1.35857, 3.32483], [0.81044, -1.74433, -1.16253], [1.59224, -2.10721, -1.39709], [0.39235, -2.24573, -0.56929], [-1.00638, 2.32070, -2.47437], [-0.71627, 1.70848, -3.09687], [-0.04027, 2.44152, -2.02896], [2.03359, 0.13080, -2.18183], [1.39810, -0.10139, -1.52082], [2.84862, -0.12389, -1.69798]],
  "forces_ev_per_a": [[0.3131, 1.7048, -0.4479], [1.4137, -2.6712, 1.3802], [-0.7998, 3.1577, -1.0258], [-1.2710, 1.3569, -1.4896], [0.7318, -1.0719, 0.4887], [0.2523, -0.1218, -0.2216], [-0.8996, -0.4255, 0.6851], [0.4271, -1.7335, 0.1042], [-1.5397, 1.5894, -0.0136], [-0.0739, -1.2112, 1.4650], [1.2210, -0.5521, -0.6087], [0.2228, -0.2170, 0.0708], [-1.7326, 4.5390, -2.1623], [3.6800, -1.9986, -1.1924], [-2.5037, -3.2288, 3.8589], [3.3569, 1.9871, 3.0365], [0.2252, -1.9337, -2.2632], [-3.4830, 0.0315, -1.2377], [2.0130, 0.6100, -0.0558], [-1.1774, -0.3222, 0.3970], [-0.3762, 0.5111, -0.7677]]
}


{
  "formula": "C3H13NSi2",
  "method": "wB97M-V/def2-TZVPD",
  "smiles": "C=[SiH]C.C[SiH2]N",
  "mol_weight_g_mol": 119.316,
  "e_above_lowest_kj_mol": 186.9,
  "homo_lumo_gap_ev": 9.009,
  "species": ["C", "Si", "C", "H", "H", "H", "H", "H", "H", "C", "Si", "N", "H", "H", "H", "H", "H", "H", "H"],
  "xyz": [[-1.82754, 1.70117, 2.05702], [-2.17671, 1.22336, 0.41025], [-2.39905, -0.55511, -0.20347], [-1.80547, 1.00255, 2.87623], [-1.72695, 2.73166, 2.34313], [-2.20837, 2.15450, -0.71098], [-1.44712, -1.08120, -0.21671], [-3.06544, -1.11241, 0.44961], [-2.81320, -0.59202, -1.21056], [1.57119, -0.88560, -1.88550], [2.62303, -0.36571, -0.39722], [1.58511, -0.48133, 0.97543], [1.48495, -1.96709, -1.94527], [0.56416, -0.47907, -1.82019], [2.00710, -0.54079, -2.81830], [3.70458, -1.31954, -0.13709], [3.19429, 0.97045, -0.64532], [0.72312, 0.04012, 0.99116], [2.01231, -0.44394, 1.88778]],
  "forces_ev_per_a": [[-0.4697, -0.5797, -1.7873], [0.2951, -0.3977, 1.3637], [0.0123, 0.3719, 0.2973], [0.0041, -0.2305, 0.0831], [0.0972, 0.3089, -0.0452], [0.0093, 0.3861, -0.0626], [0.1455, -0.0342, 0.0045], [-0.0569, -0.0371, 0.1155], [0.0069, 0.1621, -0.0043], [0.4553, 0.1427, 0.2658], [-0.8583, -0.3701, -0.3795], [0.1264, 0.0043, 0.1313], [-0.0133, -0.1441, 0.0905], [-0.1001, 0.1274, 0.0570], [0.0640, 0.0808, -0.1704], [0.3073, -0.0755, -0.0395], [0.1222, 0.1695, -0.0543], [-0.1122, 0.1420, 0.0406], [-0.0350, -0.0269, 0.0937]]
}


{
  "formula": "C3H13O5",
  "method": "wB97M-V/def2-TZVPD",
  "spin_multiplicity": 2,
  "mol_weight_g_mol": 129.132,
  "e_above_lowest_kj_mol": 0.0,
  "homo_lumo_gap_ev": [2.503, 7.678],
  "total_charge": -2,
  "s_squared": 0.750,
  "species": ["C", "C", "O", "C", "O", "H", "H", "H", "H", "H", "H", "H", "H", "H", "O", "H", "H", "O", "H", "H", "O"],
  "xyz": [[-0.76954, -0.57793, 0.47260], [-0.68567, -1.74796, -0.51071], [-1.30330, -1.47996, -1.75731], [0.45483, 0.31927, 0.23629], [0.53023, 0.65926, -1.11604], [-0.78148, -0.92728, 1.51269], [-1.67511, -0.01546, 0.21316], [0.36412, -1.99909, -0.64426], [-1.13700, -2.66544, -0.11354], [-0.81148, -0.72589, -2.13213], [0.42650, 1.16381, 0.93606], [1.32415, -0.28306, 0.50694], [-1.74845, 1.55014, -2.67280], [-0.26499, 1.29875, -2.30485], [-0.86898, 1.62767, -3.04662], [0.38277, -2.02925, 4.78052], [1.50889, -1.05041, 4.77963], [1.36665, -2.01180, 4.84620], [1.19886, 2.14699, -1.18477], [1.08003, 3.62183, -1.77730], [1.40896, 3.12581, -1.02376]],
  "forces_ev_per_a": [[0.4071, -0.0689, -0.2486], [-0.1167, -0.2555, 0.5492], [0.0112, 0.0284, -0.4046], [-0.6520, -0.3151, -0.7415], [0.4435, 0.2814, 0.0059], [-0.1788, 0.0627, -0.1122], [-0.0333, -0.0451, 0.3151], [0.3444, 0.0268, -0.1771], [-0.3098, 0.1829, -0.0440], [0.0004, -0.0586, 0.3255], [-0.0090, 0.3012, -0.0928], [0.3839, -0.1347, 0.2798], [-0.0068, -0.0417, 0.1441], [-0.3714, -0.0417, 0.2819], [0.1214, 0.1157, -0.4193], [0.1568, -0.2576, 0.1067], [0.2535, 0.1922, 0.0982], [-0.4067, -0.0036, -0.0619], [-0.3575, 0.0747, 0.2435], [-0.1396, -0.3096, -0.0431], [0.4596, 0.2660, -0.0048]]
}


{
  "formula": "C3H14ClN6O4",
  "method": "wB97M-V/def2-TZVPD",
  "mol_weight_g_mol": 233.636,
  "e_above_lowest_kj_mol": 177.7,
  "homo_lumo_gap_ev": 9.657,
  "total_charge": -1,
  "species": ["Cl", "C", "O", "N", "N", "H", "H", "H", "H", "C", "O", "N", "N", "H", "H", "H", "H", "C", "O", "N", "N", "H", "H", "H", "H", "O", "H", "H"],
  "xyz": [[-20.40236, -11.15838, -5.59679], [-22.36721, -13.57680, -7.63533], [-23.15717, -14.07469, -8.39034], [-21.31004, -13.06960, -8.07110], [-22.45098, -13.52741, -6.34609], [-20.87738, -12.49403, -7.36285], [-21.35206, -12.76019, -9.03162], [-22.09857, -12.69509, -5.89538], [-23.14640, -14.09955, -5.88877], [-24.22066, -11.77908, -3.54453], [-25.37755, -12.10214, -3.31100], [-23.96141, -10.59109, -3.99889], [-23.13800, -12.53721, -3.35282], [-24.78764, -10.04378, -4.19359], [-22.99434, -10.39070, -4.21035], [-23.22638, -13.41078, -2.85366], [-22.20335, -12.28484, -3.64062], [-16.44953, -11.41084, -5.79606], [-15.26838, -11.18162, -5.97150], [-17.09537, -11.20773, -4.73863], [-17.23313, -11.66862, -6.71128], [-16.63488, -11.07812, -3.84911], [-18.10447, -11.24359, -4.71552], [-16.91896, -11.86371, -7.65114], [-18.23759, -11.59311, -6.63742], [-21.16616, -8.86693, -3.53788], [-21.38849, -8.17375, -4.15941], [-20.94978, -9.62085, -4.08652]],
  "forces_ev_per_a": [[-0.0407, 0.1303, 0.2962], [-3.4487, -2.1404, -0.8195], [-2.7687, -1.9121, -1.5413], [6.1262, 3.6155, -2.5738], [-1.3071, -0.5650, 4.7028], [0.9431, 0.4635, -0.5663], [0.2727, 0.0465, 0.2454], [0.1068, -0.3119, 0.3925], [-0.0555, 0.5570, -0.1145], [-1.5630, -1.0515, 0.6701], [-0.5016, -1.0020, 0.4957], [0.7921, 2.4640, -1.1630], [1.4169, -2.0506, 0.7134], [0.7041, 0.2430, -0.2179], [-0.4371, 0.9175, -0.2331], [-0.1811, 0.2808, -0.2581], [-0.1695, 0.2229, 0.0027], [5.1903, 2.1013, 0.2849], [2.6781, -0.4798, 0.2440], [-2.7029, 1.0985, 8.0796], [-5.5521, -2.8248, -8.9177], [0.0380, 0.1630, -0.4348], [0.0086, -0.1276, 0.0575], [0.2968, 0.2657, 0.3796], [-0.0019, -0.1680, 0.3131], [-0.3388, 0.4883, 0.7079], [0.0203, 0.1266, -0.1637], [0.4746, -0.5506, -0.5816]]
}


{
  "formula": "C3H14N2O",
  "method": "wB97M-V/def2-TZVPD",
  "spin_multiplicity": 2,
  "mol_weight_g_mol": 94.158,
  "e_above_lowest_kj_mol": 39.2,
  "homo_lumo_gap_ev": [6.671, 10.883],
  "total_charge": 1,
  "s_squared": 0.754,
  "species": ["C", "C", "C", "N", "N", "H", "H", "H", "H", "H", "H", "H", "H", "H", "H", "H", "H", "H", "H", "O"],
  "xyz": [[1.56983, 0.05327, 0.66975], [0.72484, 1.19448, -0.15293], [-0.60725, 0.56319, -0.18776], [-1.74079, 1.67624, -1.68348], [1.27570, -1.35611, 0.20782], [1.24536, 0.06998, 1.73376], [2.61072, 0.29426, 0.54749], [1.25971, 1.17132, -1.10459], [0.83649, 2.09756, 0.39015], [-0.69249, -0.25374, -0.88698], [-1.40927, 0.74252, 0.48275], [-2.69246, 1.34663, -1.80542], [-1.73178, 2.65534, -1.44103], [-1.48749, 1.67006, -2.66603], [2.10943, -1.90462, 0.44614], [1.19575, -1.30751, -0.80127], [0.39805, -1.69021, 0.71022], [-1.26251, -2.86880, 1.31409], [-0.99732, -1.85335, 2.49428], [-0.60454, -2.30051, 1.73304]],
  "forces_ev_per_a": [[-1.0991, 1.7356, 0.7541], [0.7900, -3.9526, 0.9963], [0.5464, -0.5009, -0.2217], [-0.7986, 0.5290, -2.0989], [1.1103, 1.2482, -0.0101], [0.5367, 0.1455, -0.6917], [0.6266, -0.4057, 0.2038], [-0.3786, 0.6517, -0.2789], [0.0663, 0.9146, 0.3003], [-0.3552, -0.1010, 0.1529], [-0.2470, 0.1859, 0.5081], [-0.4182, 0.2472, 0.7717], [-0.3988, 0.2719, 0.2283], [0.7139, 0.0760, -0.2402], [-0.5046, -0.2278, -0.0535], [-0.2440, -0.4813, -0.2211], [0.4526, -0.0604, -0.3405], [-0.1680, 0.0844, 0.3408], [-0.1489, -0.1837, -0.2080], [-0.0818, -0.1767, 0.1085]]
}


Which formula does entry 1 have? C3H13NO4